Record 1
Below is C45H59BF3I2N10O5PS as an isolated structure at a distorted geometry, with properties calculated with ωB97M-V/def2-TZVPD.

Geometry (Å):
C: -0.887 3.307 7.859
C: -2.355 2.677 7.475
P: -2.291 1.371 6.135
C: -0.997 0.094 6.772
C: 0.513 0.441 6.269
C: -1.819 1.971 4.434
C: -1.572 3.412 3.936
C: -1.765 4.638 4.934
O: -1.926 5.886 4.145
C: -3.284 6.222 4.019
F: -3.804 6.733 5.255
F: -4.093 5.171 3.501
F: -3.440 7.301 3.091
C: -1.133 3.779 2.468
C: -0.945 2.637 1.451
C: -0.466 2.944 -0.051
C: 1.160 2.953 0.007
O: 1.829 2.142 0.742
C: -1.223 1.145 1.875
C: -1.650 0.847 3.334
S: -1.968 -0.956 3.719
C: -0.750 -1.808 2.631
C: -0.120 -3.148 3.067
C: -0.445 -3.910 4.424
I: -2.448 -4.834 4.508
C: 0.446 -4.049 5.521
C: 1.909 -3.416 5.486
I: -0.279 -5.214 7.243
C: 0.897 -3.865 2.106
C: 1.244 -3.222 0.734
B: 2.270 -4.056 -0.224
O: 1.823 -5.398 -0.575
O: 3.510 -3.540 -0.742
C: 3.523 -3.682 -2.204
C: 0.584 -1.876 0.348
C: 0.923 -1.197 -1.054
C: -0.062 -1.595 -2.263
C: -0.749 -0.207 -2.773
O: -1.225 -0.443 -4.120
C: -0.438 -1.108 1.263
N: -1.051 0.147 0.799
H: -0.971 4.454 7.937
H: -0.461 2.839 8.804
H: -0.236 3.115 6.923
H: -3.144 3.507 7.319
H: -2.694 2.144 8.446
H: -1.299 -0.982 6.548
H: -0.972 0.247 7.914
H: 0.557 0.796 5.187
H: 1.107 -0.545 6.389
H: 1.034 1.204 6.954
H: -2.757 4.491 5.474
H: -0.876 4.836 5.620
H: -0.924 4.838 2.116
H: -0.731 2.109 -0.785
H: -0.754 3.992 -0.413
H: 1.799 3.661 -0.646
H: 1.949 -2.575 6.263
H: 2.195 -3.061 4.429
H: 2.662 -4.258 5.732
H: 1.380 -4.867 2.395
H: 2.567 -5.910 -0.962
H: 2.435 -3.650 -2.588
H: 3.979 -4.669 -2.557
H: 4.075 -2.800 -2.697
H: 0.895 -0.055 -0.873
H: 2.000 -1.425 -1.378
H: -0.829 -2.400 -2.016
H: 0.583 -1.945 -3.158
H: -0.008 0.658 -2.693
H: -1.640 0.017 -2.083
H: -1.742 -1.286 -4.059
H: -1.947 -0.018 0.305
C: 0.067 3.438 -4.439
C: 0.639 4.247 -3.315
N: 1.090 4.885 -2.428
H: 0.731 2.603 -4.671
H: -0.912 3.046 -4.156
H: -0.043 4.063 -5.327
C: -3.157 -1.693 -7.359
C: -3.765 -1.485 -6.005
N: -4.243 -1.323 -4.937
H: -2.792 -0.742 -7.751
H: -2.326 -2.391 -7.289
H: -3.904 -2.096 -8.043
C: 4.145 -0.303 8.100
C: 2.848 -0.679 8.750
N: 1.825 -0.982 9.274
H: 4.958 -0.379 8.824
H: 4.348 -0.972 7.263
H: 4.091 0.723 7.732
C: -3.817 4.445 -1.695
C: -3.650 3.978 -3.110
N: -3.519 3.611 -4.224
H: -4.243 5.449 -1.683
H: -4.483 3.769 -1.157
H: -2.848 4.464 -1.194
C: -5.918 -5.121 -7.213
C: -4.533 -4.990 -7.770
N: -3.442 -4.886 -8.208
H: -6.030 -4.474 -6.341
H: -6.651 -4.832 -7.968
H: -6.101 -6.155 -6.915
C: 0.417 -0.118 -9.293
C: -0.112 -1.421 -8.775
N: -0.528 -2.447 -8.367
H: 0.381 -0.110 -10.383
H: -0.188 0.706 -8.911
H: 1.450 0.018 -8.969
C: 4.425 4.467 0.490
C: 5.314 5.304 1.360
N: 6.014 5.962 2.045
H: 3.813 5.116 -0.141
H: 5.031 3.822 -0.147
H: 3.768 3.847 1.103
C: 6.371 -0.302 -1.806
C: 6.051 -0.609 -3.239
N: 5.798 -0.853 -4.365
H: 5.471 -0.395 -1.197
H: 7.125 -0.999 -1.437
H: 6.755 0.716 -1.722
C: 0.103 -5.956 -7.998
C: -0.427 -7.259 -7.480
N: -0.844 -8.285 -7.072
H: 0.067 -5.948 -9.089
H: -0.501 -5.132 -7.617
H: 1.136 -5.821 -7.675

Calculated values
- highest occupied orbital energy (eV) = -7.614
- Kohn-Sham gap (eV) = 7.21
- LUMO (eV) = -0.405

Record 2
Below is C28H24Cl3F5Ge2N6O6W as an isolated structure, with properties calculated with ωB97M-V/def2-TZVPD.

Geometry (Å):
W: -1.590 -0.599 -0.156
O: 2.428 -2.943 4.031
C: 1.535 -2.560 3.085
C: 1.846 -2.617 1.727
C: 0.896 -2.160 0.842
N: -0.245 -1.661 1.282
C: -0.609 -1.714 2.552
C: 0.273 -2.152 3.515
C: -2.076 -1.346 2.708
O: -2.600 -1.350 3.797
O: -2.679 -1.152 1.559
C: 0.917 -2.215 -0.665
O: 1.923 -2.541 -1.271
O: -0.228 -1.915 -1.200
H: 3.275 -3.131 3.612
H: 2.785 -3.012 1.362
H: -0.012 -2.190 4.557
Cl: -5.098 -2.652 -0.663
Ge: -2.923 -2.688 -0.922
Cl: -2.363 -4.569 0.065
Cl: -2.736 -3.168 -3.066
C: -1.460 3.111 -2.244
Ge: -3.072 1.993 -2.009
C: -4.040 1.994 -3.728
C: -4.175 3.052 -0.764
C: -2.815 0.123 -1.492
H: -1.799 4.109 -2.532
H: -0.787 2.745 -3.015
H: -0.909 3.189 -1.306
H: -4.186 3.010 -4.102
H: -5.019 1.529 -3.595
H: -3.500 1.418 -4.482
H: -4.424 3.995 -1.258
H: -3.633 3.279 0.154
H: -5.099 2.539 -0.504
H: -3.551 -0.434 -2.079
F: -4.576 2.919 5.244
C: -3.864 2.469 4.201
C: -2.498 2.648 4.159
F: -1.872 3.267 5.172
C: -1.776 2.188 3.080
F: -0.443 2.364 3.085
C: -2.362 1.532 1.990
O: -1.603 1.116 0.986
C: -3.757 1.375 2.062
F: -4.418 0.792 1.064
C: -4.485 1.831 3.145
F: -5.811 1.664 3.167
C: 1.463 1.222 1.026
C: 1.264 0.933 -0.417
N: 0.152 0.554 -1.030
C: 0.454 0.408 -2.369
C: 1.749 0.724 -2.571
N: 2.261 1.059 -1.333
C: 3.654 1.282 -1.031
N: 4.351 0.096 -0.601
N: 4.623 -0.093 0.715
N: 5.198 -1.222 0.870
C: 5.313 -1.830 -0.357
C: 5.842 -3.073 -0.711
C: 5.796 -3.415 -2.042
C: 5.241 -2.552 -3.006
C: 4.715 -1.326 -2.672
C: 4.763 -0.984 -1.322
H: 0.567 0.967 1.570
H: 1.635 2.291 1.175
H: 2.318 0.676 1.425
H: -0.290 0.060 -3.063
H: 2.353 0.736 -3.460
H: 3.753 2.012 -0.231
H: 4.134 1.665 -1.931
H: 6.258 -3.732 0.038
H: 6.181 -4.373 -2.365
H: 5.212 -2.877 -4.038
H: 4.260 -0.687 -3.416

Calculated values
- highest occupied orbital energy (spin up / spin down) (eV) = -4.433 / -5.483
- ΔE to the lowest compared entry with this formula, charge and spin (eV) = 0.191
- multiplicity = 2
- Kohn-Sham gap (spin up / spin down) (eV) = 6.21 / 7.26
- ⟨S²⟩ = 0.781
- charge = -1
- LUMO (spin up / spin down) (eV) = 1.777 / 1.777